# C87H178F21N7O16

A 14-piece molecular cluster, C87H178F21N7O16 overall (ωB97M-V/def2-TZVPD, OMol25).

Atoms and positions in Å:
C -4.451 -2.928 7.882
C -3.686 -3.865 8.783
C -2.333 -4.394 8.279
C -1.342 -3.213 8.122
N 0.147 -3.432 7.869
C 0.801 -4.382 8.892
C 0.620 -3.631 10.226
C 1.098 -2.162 9.786
C 0.799 -2.099 8.309
C 0.371 -3.844 6.470
C 0.067 -2.743 5.401
C -0.819 -3.197 4.235
H -5.459 -2.702 8.216
H -4.498 -3.361 6.910
H -4.021 -1.931 7.738
H -4.280 -4.740 9.066
H -3.444 -3.463 9.780
H -2.467 -4.927 7.373
H -1.988 -5.125 9.010
H -1.468 -2.631 8.992
H -1.727 -2.638 7.260
H 1.859 -4.597 8.608
H 0.244 -5.272 8.897
H 1.118 -4.090 11.035
H -0.455 -3.554 10.592
H 2.103 -1.926 9.969
H 0.497 -1.532 10.386
H 1.709 -1.953 7.691
H 0.027 -1.290 8.111
H -0.182 -4.767 6.305
H 1.441 -4.048 6.441
H 1.024 -2.437 4.958
H -0.442 -1.931 5.958
H -1.832 -3.586 4.584
H -0.435 -3.969 3.564
H -0.980 -2.285 3.608
C -5.014 -0.269 -7.709
C -4.541 -1.372 -8.610
C -3.217 -2.047 -8.204
C -2.997 -3.239 -9.100
N -1.679 -3.949 -9.009
C -1.545 -4.832 -10.267
C -0.480 -5.875 -9.920
C -0.603 -6.030 -8.394
C -1.577 -4.983 -7.906
C -0.455 -3.065 -8.897
C -0.415 -2.036 -10.010
C 0.979 -1.431 -10.086
H -6.060 -0.062 -8.063
H -4.471 0.691 -7.774
H -4.998 -0.650 -6.694
H -4.410 -1.038 -9.642
H -5.419 -2.060 -8.615
H -3.258 -2.401 -7.145
H -2.422 -1.381 -8.350
H -3.250 -2.950 -10.133
H -3.745 -4.004 -8.836
H -1.341 -4.168 -11.099
H -2.493 -5.266 -10.402
H 0.516 -5.467 -10.093
H -0.707 -6.748 -10.579
H 0.431 -5.947 -7.991
H -0.943 -6.995 -8.096
H -1.127 -4.490 -7.053
H -2.554 -5.416 -7.696
H 0.411 -3.754 -9.002
H -0.234 -2.738 -7.850
H -0.977 -1.168 -9.758
H -0.775 -2.343 -11.004
H 1.728 -2.190 -10.392
H 1.248 -1.086 -9.098
H 1.219 -0.736 -10.891
C 4.645 -3.185 0.350
C 3.365 -2.838 1.094
C 2.326 -2.171 0.152
C 2.954 -1.182 -0.734
N 2.041 -0.127 -1.457
C 2.812 1.185 -1.697
C 1.634 2.200 -1.865
C 0.490 1.762 -0.934
C 0.964 0.351 -0.492
C 1.500 -0.683 -2.691
H 5.069 -2.186 0.095
H 4.507 -3.725 -0.591
H 5.353 -3.760 0.896
H 3.650 -2.060 1.835
H 2.791 -3.638 1.641
H 1.547 -1.813 0.834
H 1.856 -3.011 -0.377
H 3.541 -1.698 -1.491
H 3.576 -0.414 -0.172
H 3.460 0.977 -2.527
H 3.384 1.272 -0.772
H 1.357 2.205 -2.947
H 2.045 3.229 -1.573
H -0.516 1.727 -1.356
H 0.412 2.346 -0.020
H 0.229 -0.379 -0.374
H 1.493 0.486 0.464
H 2.298 -0.713 -3.407
H 0.665 -0.012 -3.008
H 1.060 -1.660 -2.431
C -1.876 9.754 -1.940
C -1.216 8.618 -2.753
C 0.052 7.906 -2.117
C 1.308 8.705 -2.220
N 2.603 8.223 -1.627
C 3.638 9.360 -1.779
C 4.034 9.232 -3.211
C 4.080 7.715 -3.506
C 3.153 7.090 -2.447
C 2.517 7.859 -0.175
H -1.200 10.589 -1.894
H -2.205 9.433 -0.926
H -2.739 10.091 -2.510
H -0.906 9.100 -3.704
H -1.945 7.842 -2.911
H 0.101 6.872 -2.517
H -0.240 7.806 -1.080
H 1.131 9.730 -1.846
H 1.515 8.860 -3.272
H 4.462 9.060 -1.148
H 3.133 10.302 -1.509
H 5.002 9.680 -3.502
H 3.307 9.597 -3.931
H 5.081 7.301 -3.495
H 3.770 7.525 -4.525
H 3.732 6.393 -1.876
H 2.379 6.454 -2.908
H 2.241 8.816 0.392
H 3.461 7.416 0.169
H 1.778 7.079 -0.063
C -2.181 3.500 5.734
C -1.952 2.070 6.392
C -0.702 1.427 5.871
C 0.526 2.282 6.039
N 1.795 1.871 5.102
C 2.074 0.451 5.363
C 3.556 0.301 5.147
C 4.127 1.505 5.842
C 3.025 2.595 5.542
C 1.429 2.203 3.737
H -1.930 3.508 4.684
H -1.594 4.284 6.255
H -3.265 3.672 5.713
H -2.779 1.457 6.080
H -2.059 2.213 7.478
H -0.925 1.449 4.802
H -0.523 0.358 6.136
H 0.779 2.194 7.102
H 0.270 3.353 5.821
H 1.433 -0.179 4.719
H 1.785 0.297 6.369
H 3.733 0.314 4.049
H 3.765 -0.662 5.610
H 5.069 1.898 5.368
H 4.357 1.401 6.857
H 3.347 3.213 4.721
H 2.730 3.141 6.446
H 2.329 1.895 3.206
H 1.285 3.261 3.513
H 0.509 1.705 3.503
C -1.140 -2.440 -1.256
N -2.630 -2.831 -1.387
C -3.027 -2.792 -2.855
C -2.831 -4.180 -0.856
C -3.381 -1.764 -0.533
C -4.887 -1.591 -0.921
O -5.690 -2.770 -0.643
H -0.929 -1.760 -2.102
H -0.512 -3.327 -1.319
H -1.012 -1.952 -0.266
H -3.053 -1.729 -3.214
H -3.961 -3.357 -2.871
H -2.306 -3.332 -3.473
H -3.910 -4.405 -0.748
H -2.310 -4.286 0.097
H -2.400 -4.881 -1.529
H -2.814 -0.887 -0.873
H -3.157 -1.999 0.481
H -4.985 -1.306 -1.936
H -5.192 -0.784 -0.238
H -6.525 -2.672 -1.094
C -4.747 3.845 3.230
N -4.391 4.075 1.727
C -3.158 4.843 1.611
C -4.254 2.709 1.051
C -5.501 4.812 1.111
C -5.364 5.330 -0.346
O -4.551 6.514 -0.424
H -4.508 4.746 3.774
H -4.194 2.991 3.535
H -5.794 3.604 3.342
H -2.849 5.085 0.584
H -2.430 4.225 2.077
H -3.242 5.800 2.160
H -5.223 2.205 1.074
H -3.510 2.090 1.611
H -3.934 2.900 -0.037
H -5.676 5.703 1.698
H -6.374 4.122 1.140
H -6.358 5.462 -0.726
H -4.979 4.512 -1.008
H -4.527 6.784 -1.358
C -4.224 0.406 3.583
O -5.051 0.840 4.759
O -3.173 1.190 3.253
C -3.754 -0.984 4.031
F -3.233 -1.745 2.997
F -2.783 -0.832 4.938
F -4.618 -1.855 4.623
C -6.379 0.383 4.809
C -6.790 0.063 6.238
H -7.842 -0.171 6.283
H -6.222 -0.812 6.523
H -6.672 0.930 6.867
H -6.534 -0.525 4.187
H -7.052 1.185 4.368
H -5.079 0.189 2.860
C 1.534 -4.113 -5.639
O 2.182 -4.821 -6.728
O 0.601 -3.235 -6.048
C 0.841 -5.262 -4.877
F 1.700 -6.147 -4.398
F 0.028 -4.763 -3.868
F 0.042 -5.928 -5.700
C 2.982 -3.840 -7.346
C 3.637 -4.450 -8.561
H 2.950 -4.654 -9.393
H 4.399 -3.914 -9.188
H 4.100 -5.390 -8.342
H 3.683 -3.515 -6.550
H 2.393 -2.942 -7.503
H 2.343 -3.592 -5.102
C 4.505 -2.191 7.048
O 4.037 -3.554 7.021
O 3.582 -1.356 7.355
C 5.887 -2.144 7.821
F 5.789 -2.604 9.008
F 6.874 -2.600 7.178
F 6.248 -0.810 7.906
C 4.439 -4.256 5.771
C 4.263 -3.376 4.507
H 5.044 -2.668 4.238
H 3.995 -3.963 3.659
H 3.381 -2.797 4.696
H 3.707 -5.072 5.851
H 5.422 -4.740 5.808
H 5.002 -2.071 6.029
C -2.315 0.974 -3.480
O -1.008 1.473 -3.884
O -2.302 -0.029 -2.615
C -3.042 2.187 -2.809
F -3.003 3.318 -3.651
F -4.342 1.910 -2.448
F -2.518 2.603 -1.703
C -0.558 1.063 -5.191
C -0.696 -0.417 -5.500
H -1.666 -0.721 -5.028
H -0.947 -0.535 -6.577
H 0.231 -0.975 -5.212
H 0.501 1.416 -5.173
H -1.038 1.793 -5.844
H -2.922 0.782 -4.430
C 4.265 2.455 1.385
O 4.844 1.852 2.558
O 3.063 2.126 1.037
C 4.317 4.049 1.907
F 3.358 4.499 2.890
F 5.496 4.496 2.409
F 4.076 4.908 0.882
C 5.471 0.647 2.037
C 6.119 -0.051 3.229
H 7.032 -0.562 2.928
H 6.420 0.709 3.886
H 5.419 -0.725 3.716
H 6.201 0.957 1.249
H 4.619 0.065 1.559
H 5.018 2.560 0.555
C 1.976 3.692 -6.318
O 2.287 4.856 -5.336
O 1.421 3.899 -7.419
C 3.400 3.015 -6.584
F 3.435 2.298 -7.775
F 4.347 3.888 -6.526
F 3.757 2.081 -5.612
C 1.957 6.082 -6.015
C 0.569 6.619 -5.660
H -0.266 5.973 -5.911
H 0.673 6.829 -4.572
H 0.464 7.638 -6.125
H 1.950 5.882 -7.082
H 2.817 6.771 -5.950
H 1.476 3.026 -5.608
C 0.074 -6.805 3.126
O -0.253 -6.004 1.950
O -0.210 -8.028 3.051
C 1.469 -6.422 3.712
F 1.542 -6.954 4.987
F 2.585 -6.901 3.116
F 1.631 -5.071 3.842
C 0.083 -6.765 0.815
C -1.109 -7.675 0.344
H -1.366 -8.299 1.205
H -1.964 -7.083 0.027
H -0.776 -8.242 -0.517
H 0.950 -7.296 1.113
H 0.361 -6.088 0.002
H -0.447 -6.274 4.032

The LUMO energy is -0.512 eV. Its total charge is 0.

***

# C52H77BBrClF8N2O16

A 7-piece molecular cluster, C52H77BBrClF8N2O16 overall (ωB97M-V/def2-TZVPD, OMol25).

Atoms and positions in Å:
H 2.881 -1.077 8.121
N 3.081 -2.084 8.028
C 3.977 -2.278 7.126
C 4.466 -3.769 6.857
C 4.646 -1.070 6.305
C 3.589 -0.020 5.817
C 2.779 -0.270 4.567
B 3.052 -1.686 3.804
N 4.093 -1.775 2.727
O 2.319 -2.841 4.180
C 1.774 0.723 4.052
C 0.955 0.429 2.745
C -0.566 0.079 3.092
O -0.774 -1.318 3.386
C -2.201 -1.476 3.607
C -2.543 -2.126 5.005
F -1.335 -2.174 5.743
F -3.355 -1.217 5.715
C -3.269 -3.534 4.966
F -3.755 -3.920 3.727
F -4.400 -3.425 5.806
C -2.419 -4.744 5.568
F -3.254 -5.879 5.446
F -2.245 -4.558 6.932
C -1.082 -5.062 4.787
F -1.274 -5.283 3.426
F -0.532 -6.223 5.376
C 1.477 2.020 4.779
C 0.419 3.073 4.238
Cl -0.832 3.528 5.499
C 1.184 4.356 3.627
C 1.381 4.265 2.058
C 2.254 2.244 6.053
C 3.294 1.262 6.543
C 4.037 1.638 7.893
O 5.221 1.483 8.089
C 3.086 2.309 8.974
C 3.218 1.940 10.470
C 3.101 1.370 11.534
C 2.154 3.220 8.521
C 1.179 3.997 9.468
C 1.481 5.560 9.575
C 0.097 6.284 9.930
Br 2.686 5.940 11.137
C 2.031 3.523 6.966
O 1.822 4.639 6.543
H 5.091 -3.759 5.922
H 3.558 -4.427 6.808
H 5.142 -4.023 7.737
H 5.407 -0.628 7.026
H 5.278 -1.489 5.455
H 4.720 -2.544 3.041
H 3.676 -2.089 1.844
H 1.828 -2.567 4.990
H 0.901 1.417 2.182
H 1.432 -0.301 2.034
H -0.810 0.691 4.024
H -1.212 0.438 2.212
H -2.638 -1.990 2.707
H -2.649 -0.431 3.620
H -0.301 -4.260 4.899
H -0.176 2.659 3.367
H 2.227 4.305 4.080
H 0.734 5.318 3.994
H 0.377 4.369 1.539
H 1.961 3.361 1.718
H 1.983 5.178 1.755
H 2.837 0.760 12.435
H 1.201 3.603 10.532
H 0.131 3.856 9.074
H 1.935 5.983 8.639
H -0.621 5.543 10.402
H 0.257 7.094 10.707
H -0.378 6.768 9.031
C 6.791 -6.138 -0.436
C 6.795 -4.632 -0.273
O 6.343 -4.253 1.033
C 7.141 -4.166 2.112
C 8.512 -4.780 2.060
O 6.724 -3.671 3.131
H 7.480 -6.619 0.262
H 7.080 -6.416 -1.451
H 5.798 -6.541 -0.229
H 7.767 -4.188 -0.499
H 6.086 -4.194 -0.979
H 8.463 -5.806 2.425
H 9.174 -4.202 2.707
H 8.964 -4.763 1.070
C 0.219 -2.153 -3.313
C 0.844 -0.994 -2.566
O -0.121 -0.348 -1.724
C -0.409 -0.734 -0.475
C 0.054 -2.085 -0.002
O -1.100 -0.034 0.231
H -0.137 -2.926 -2.630
H 0.942 -2.605 -3.997
H -0.642 -1.817 -3.883
H 1.732 -1.287 -2.001
H 1.174 -0.242 -3.287
H -0.726 -2.822 -0.198
H 0.233 -2.033 1.074
H 0.991 -2.411 -0.451
C -5.687 0.341 -3.851
C -4.942 -0.516 -4.853
O -3.702 -0.989 -4.304
C -3.581 -2.103 -3.566
C -4.821 -2.749 -3.009
O -2.484 -2.530 -3.293
H -5.960 -0.227 -2.959
H -6.599 0.744 -4.294
H -5.060 1.171 -3.518
H -5.547 -1.341 -5.229
H -4.681 0.094 -5.720
H -5.019 -2.349 -2.014
H -4.646 -3.823 -2.934
H -5.701 -2.626 -3.637
C -0.407 3.973 -7.269
C 0.805 3.154 -6.877
O 1.267 3.509 -5.568
C 0.791 2.973 -4.428
C -0.493 2.190 -4.471
O 1.349 3.188 -3.381
H -1.251 3.787 -6.601
H -0.718 3.739 -8.290
H -0.183 5.040 -7.206
H 0.626 2.079 -6.955
H 1.625 3.379 -7.562
H -1.332 2.859 -4.274
H -0.458 1.424 -3.695
H -0.655 1.664 -5.411
C -5.917 -3.581 -10.480
C -5.289 -2.425 -9.729
O -6.247 -1.776 -8.884
C -6.535 -2.166 -7.630
C -6.077 -3.522 -7.164
O -7.219 -1.467 -6.923
H -6.275 -4.356 -9.798
H -5.197 -4.032 -11.165
H -6.781 -3.239 -11.053
H -4.403 -2.724 -9.164
H -4.956 -1.671 -10.446
H -6.861 -4.255 -7.360
H -5.894 -3.474 -6.089
H -5.144 -3.851 -7.617
C -4.436 6.283 -10.573
C -2.954 6.426 -10.291
O -2.283 5.165 -10.408
C -1.806 4.663 -11.562
C -2.244 5.278 -12.863
O -1.101 3.685 -11.547
H -4.620 5.948 -11.596
H -4.950 7.235 -10.424
H -4.880 5.536 -9.910
H -2.480 7.185 -10.917
H -2.817 6.750 -9.257
H -3.127 4.753 -13.231
H -1.435 5.166 -13.587
H -2.450 6.345 -12.799

The LUMO energy is -0.687 eV. The SMILES is [H]/N=C(/C)Cc1c(B(N)O)c(CCOCC(F)(F)C(F)(F)C(F)(F)C(F)F)c([C@@H](Cl)CC)c2c1C(=O)C(C#C)=C(C[C@@H](C)Br)C2=O.CCOC(C)=O.CCOC(C)=O.CCOC(C)=O.CCOC(C)=O.CCOC(C)=O.CCOC(C)=O. Its total charge is 0.

***

# C5H5Cl

One molecule with the formula C5H5Cl (ωB97M-V/def2-TZVPD, OMol25).

Atoms and positions in Å:
C -1.046 0.498 -0.958
C 0.182 0.253 -0.503
C 0.283 -0.147 0.928
C 1.641 -0.468 1.568
C 1.501 0.803 1.912
Cl 2.002 2.314 2.406
H -1.178 0.605 -2.049
H -1.873 0.528 -0.364
H 0.993 0.027 -1.084
H -0.478 -0.484 1.658
H 2.187 -1.328 1.576

The LUMO energy is 0.780 eV. The SMILES is C=C[C@H]1C=C1Cl. Its total charge is 0.